Computed, not measured: a single C5H9NO molecule, with wB97M-V/def2-TZVPD.

Structure (ORCA input):
```
! RIJCOSX wB97M-V def2-TZVPD def2/J DEFGRID3
* xyz 0 1
C -1.075 0.793 -1.754
O -0.642 -0.239 -0.943
C -0.947 -0.243 0.419
C 0.380 -0.714 1.018
C 1.534 -0.198 -0.120
C 0.774 -0.060 2.274
N 1.234 0.527 3.162
H -0.394 0.829 -2.614
H -1.074 1.775 -1.258
H -2.076 0.530 -2.085
H -1.780 -0.940 0.543
H -1.235 0.744 0.810
H 0.338 -1.806 1.233
H 2.250 -1.004 -0.134
H 1.361 0.043 -1.195
H 1.902 0.731 0.309
*
```

* HOMO level: -9.94 eV
* E: -325.82481 Ha
* ΔE to the lowest compared entry with this formula, charge and spin: 3.0679 eV
* structure (SMILES): COC[C@@H](C)C#N
* frontier orbital gap: 10.74 eV


Computed, not measured: a single C22H12N6O4 molecule, with wB97M-V/def2-TZVPD.

Structure (ORCA input):
```
! RIJCOSX wB97M-V def2-TZVPD def2/J DEFGRID3
* xyz 0 1
N 1.809 0.173 -3.231
C 1.588 0.361 -2.094
C 1.075 0.295 -0.775
C 1.945 0.719 0.444
N 1.802 0.148 1.573
C 2.647 0.435 2.557
O 2.497 0.088 3.722
C 3.733 1.430 2.382
C 4.633 1.836 3.387
C 5.524 2.879 3.177
C 5.692 3.425 1.884
C 4.848 2.965 0.831
C 3.825 2.035 1.142
N 3.022 1.573 0.130
C -0.205 -0.167 -0.568
N -0.940 -0.851 -1.566
C -2.082 -1.460 -1.153
C -2.880 -2.030 -2.166
C -2.420 -2.265 -3.562
O -1.249 -2.330 -3.951
N -3.405 -2.294 -4.475
C -4.695 -2.513 -4.159
O -5.479 -2.618 -5.011
N -5.155 -2.429 -2.882
C -4.228 -2.305 -1.866
O -4.329 -3.080 -0.897
C -2.302 -1.016 0.207
C -3.223 -1.122 1.286
C -3.096 -0.431 2.515
C -2.071 0.514 2.707
C -1.117 0.669 1.694
C -1.148 -0.221 0.558
H 4.545 1.387 4.376
H 6.161 3.308 3.944
H 6.443 4.161 1.593
H 4.993 3.457 -0.163
H 3.103 1.848 -0.815
H -0.544 -1.151 -2.461
H -3.079 -2.353 -5.470
H -5.832 -3.199 -2.811
H -4.126 -1.740 1.088
H -3.860 -0.594 3.274
H -1.937 0.965 3.714
H -0.483 1.498 1.889
*
```

* HOMO level: -8.71 eV
* E: -1475.05424 Ha
* ΔE to the lowest compared entry with this formula, charge and spin: 0.3446 eV
* structure (SMILES): N#C/C(c1nc(=O)c2ccccc2[nH]1)=c1\[nH]c(=C2C(=O)NC(=O)NC2=O)c2ccccc12
* frontier orbital gap: 6.60 eV


Computed, not measured: 13 unconnected molecules or ions with the total composition C36H96B7F28N6O12, with wB97M-V/def2-TZVPD.

Structure (ORCA input):
```
! RIJCOSX wB97M-V def2-TZVPD def2/J DEFGRID3
* xyz 0 2
C 14.685 -17.012 -8.607
O 13.498 -17.317 -7.855
C 12.374 -17.356 -8.723
C 11.362 -18.125 -7.899
N 10.851 -17.133 -6.835
H 10.189 -17.688 -6.312
H 11.569 -17.048 -6.130
C 10.080 -15.838 -7.227
C 10.260 -14.858 -6.024
O 11.604 -14.340 -5.883
C 11.766 -13.158 -5.182
H 15.628 -17.310 -8.149
H 14.741 -15.926 -8.536
H 14.600 -17.264 -9.664
H 12.675 -17.573 -9.748
H 11.914 -16.390 -8.928
H 11.766 -19.011 -7.410
H 10.600 -18.564 -8.543
H 9.079 -16.171 -7.501
H 10.466 -15.316 -8.102
H 10.033 -15.280 -5.045
H 9.533 -14.097 -6.306
H 11.137 -12.375 -5.607
H 12.802 -12.836 -5.289
H 11.522 -13.434 -4.156
C 18.043 -23.389 -10.622
O 16.741 -23.660 -10.204
C 15.722 -22.788 -10.600
C 15.783 -21.437 -9.934
N 15.567 -21.597 -8.393
H 14.596 -21.871 -8.333
H 16.153 -22.332 -8.025
C 15.728 -20.296 -7.654
C 15.012 -20.275 -6.326
O 15.444 -21.300 -5.414
C 14.786 -21.204 -4.108
H 18.180 -22.340 -10.884
H 18.159 -23.995 -11.520
H 18.654 -23.775 -9.806
H 14.748 -23.279 -10.603
H 15.855 -22.600 -11.665
H 15.035 -20.748 -10.326
H 16.721 -20.950 -10.199
H 15.179 -19.642 -8.331
H 16.785 -20.033 -7.627
H 13.931 -20.176 -6.425
H 15.205 -19.309 -5.861
H 15.055 -20.266 -3.623
H 15.047 -22.104 -3.550
H 13.703 -21.303 -4.176
C 15.774 -26.739 -12.052
O 15.835 -26.546 -10.592
C 17.030 -26.931 -9.940
C 16.879 -26.809 -8.377
N 16.086 -25.494 -8.069
H 16.506 -24.729 -8.578
H 15.176 -25.581 -8.499
C 15.941 -25.228 -6.542
C 17.237 -24.520 -6.085
O 17.582 -23.541 -7.105
C 18.794 -22.822 -6.754
H 16.700 -26.383 -12.505
H 14.939 -26.151 -12.434
H 15.692 -27.778 -12.370
H 17.849 -26.270 -10.224
H 17.236 -27.966 -10.213
H 17.842 -26.615 -7.903
H 16.465 -27.668 -7.850
H 15.655 -26.206 -6.155
H 15.115 -24.521 -6.471
H 17.969 -25.301 -5.877
H 17.010 -24.010 -5.149
H 19.380 -23.548 -6.191
H 18.486 -21.986 -6.125
H 19.314 -22.356 -7.591
C 24.716 -29.919 -11.479
O 23.598 -29.046 -11.094
C 24.051 -27.850 -10.526
C 23.658 -26.614 -11.381
N 22.106 -26.609 -11.366
H 21.672 -26.847 -12.247
H 21.753 -27.264 -10.684
C 21.603 -25.152 -11.056
C 22.051 -24.710 -9.642
O 21.492 -25.785 -8.886
C 21.437 -25.719 -7.457
H 25.088 -29.742 -12.488
H 24.295 -30.917 -11.604
H 25.500 -30.088 -10.740
H 25.125 -27.943 -10.368
H 23.720 -27.861 -9.488
H 23.989 -26.720 -12.414
H 24.160 -25.707 -11.045
H 20.554 -25.369 -10.856
H 21.842 -24.572 -11.947
H 21.662 -23.701 -9.507
H 23.132 -24.768 -9.510
H 20.876 -24.800 -7.285
H 22.452 -25.634 -7.067
H 20.895 -26.531 -6.972
C 18.149 -19.773 -4.228
O 18.930 -20.240 -3.177
C 18.191 -21.131 -2.357
C 18.931 -21.497 -1.150
N 19.554 -20.323 -0.278
H 18.874 -19.577 -0.312
H 19.629 -20.625 0.683
C 20.780 -19.746 -1.004
C 21.405 -18.704 -0.084
O 20.411 -17.728 0.021
C 20.872 -16.481 0.337
H 18.615 -19.091 -4.938
H 17.440 -19.030 -3.862
H 17.583 -20.600 -4.656
H 17.921 -22.037 -2.899
H 17.215 -20.696 -2.139
H 19.777 -22.176 -1.253
H 18.089 -21.936 -0.615
H 20.576 -19.389 -2.013
H 21.319 -20.694 -1.003
H 22.305 -18.420 -0.630
H 21.823 -18.987 0.882
H 21.534 -16.279 -0.505
H 21.164 -16.363 1.381
H 20.027 -15.834 0.103
C 13.148 -24.626 -3.986
O 11.974 -25.500 -4.091
C 11.322 -25.751 -2.921
C 12.249 -26.464 -1.889
N 12.337 -27.999 -1.960
H 12.835 -28.370 -1.163
H 11.414 -28.371 -1.784
C 12.536 -28.635 -3.320
C 11.711 -29.959 -3.469
O 10.388 -29.796 -3.239
C 9.651 -30.960 -2.845
H 12.687 -23.691 -3.667
H 13.539 -24.512 -4.997
H 14.007 -24.887 -3.368
H 10.437 -26.367 -3.081
H 10.970 -24.835 -2.448
H 12.015 -26.319 -0.834
H 13.301 -26.276 -2.105
H 13.605 -28.842 -3.280
H 12.360 -27.921 -4.125
H 12.069 -30.657 -2.713
H 11.868 -30.512 -4.395
H 10.007 -31.419 -1.923
H 9.835 -31.700 -3.624
H 8.572 -30.810 -2.848
B 15.849 -18.709 -12.876
F 15.689 -17.502 -12.222
F 14.708 -19.441 -12.981
F 16.320 -18.439 -14.153
F 16.721 -19.455 -12.077
B 12.695 -22.848 -8.058
F 11.480 -23.313 -7.537
F 12.465 -21.690 -8.766
F 13.611 -22.740 -7.098
F 13.182 -23.781 -8.961
B 19.084 -18.538 -7.996
F 18.317 -18.944 -9.066
F 18.445 -17.640 -7.122
F 19.416 -19.714 -7.255
F 20.161 -17.966 -8.454
B 21.203 -21.374 -12.039
F 19.994 -21.884 -12.475
F 21.418 -21.971 -10.833
F 22.128 -21.647 -12.969
F 21.089 -20.008 -11.810
B 12.242 -18.506 -4.214
F 12.658 -18.995 -2.996
F 11.079 -17.765 -4.098
F 13.196 -17.638 -4.538
F 11.962 -19.520 -5.152
B 19.449 -26.881 -13.440
F 19.314 -27.089 -12.115
F 19.235 -25.562 -13.611
F 20.778 -27.255 -13.639
F 18.536 -27.546 -14.162
B 13.193 -22.511 -0.581
F 13.732 -21.796 0.450
F 12.281 -21.673 -1.178
F 14.155 -22.832 -1.465
F 12.563 -23.654 -0.184
*
```

* HOMO level (spin up / spin down): -9.11 / -9.10 eV
* E: -5631.73186 Ha
* ⟨S²⟩: 0.754
* frontier orbital gap (spin up / spin down): 7.89 / 2.44 eV


Computed, not measured: a molecular structure, C28H52CoN2O2Si2, with wB97M-V/def2-TZVPD.

Structure (ORCA input):
```
! RIJCOSX wB97M-V def2-TZVPD def2/J DEFGRID3
* xyz 0 4
O 0.195 -0.477 -2.747
O 0.920 1.770 -4.751
C 0.788 -1.703 -3.249
C -0.021 -2.950 -2.984
H 1.772 -1.767 -2.768
H 0.952 -1.581 -4.332
H -0.261 -3.064 -1.926
H 0.584 -3.810 -3.281
H -0.938 -2.963 -3.576
C -1.101 -0.235 -3.327
C -1.217 -0.519 -4.805
H -1.308 0.822 -3.117
H -1.843 -0.838 -2.770
H -0.460 0.031 -5.370
H -2.200 -0.186 -5.147
H -1.141 -1.587 -5.021
C 0.535 2.935 -4.042
C 2.286 1.447 -4.554
C -0.808 3.411 -4.548
H 1.278 3.739 -4.183
H 0.484 2.703 -2.965
H -0.727 3.746 -5.587
H -1.126 4.258 -3.943
H -1.568 2.626 -4.491
C 2.725 0.497 -5.646
H 2.412 0.981 -3.559
H 2.911 2.360 -4.580
H 2.125 -0.420 -5.647
H 3.774 0.234 -5.495
H 2.626 0.972 -6.628
H -1.072 -2.119 1.808
Co -0.200 -0.574 1.685
C 0.245 -1.774 0.192
Si 1.787 -0.602 0.233
H 0.436 -2.850 0.332
H -0.445 -1.617 -0.658
C 3.128 -1.514 -0.726
C 2.750 -0.074 1.803
C 1.523 1.102 -0.573
C -2.179 -1.840 1.849
Si -2.883 -0.123 1.468
H -2.538 -2.138 2.844
H -2.659 -2.492 1.107
C -4.439 -0.357 0.414
C -1.799 1.084 0.496
C -3.487 0.688 3.051
H 1.136 0.987 -1.591
H 2.499 1.608 -0.615
H 0.836 1.758 -0.021
H 2.879 -2.572 -0.877
H 4.069 -1.460 -0.156
H 3.306 -1.046 -1.706
H 2.884 -0.885 2.529
H 2.296 0.777 2.330
H 3.750 0.234 1.464
H -2.489 1.484 -0.262
H -0.951 0.667 -0.071
H -1.454 1.935 1.098
H -4.581 0.770 2.987
H -3.069 1.693 3.192
H -3.234 0.083 3.931
H -5.240 0.278 0.818
H -4.773 -1.402 0.441
H -4.261 -0.071 -0.632
C -1.141 4.081 4.732
C -0.586 3.908 3.458
C -0.115 2.657 3.057
C -0.267 1.553 3.931
C -0.687 1.761 5.259
C -1.174 3.012 5.641
N -0.113 0.223 3.488
N -0.047 -0.600 4.533
C 0.564 -1.797 4.213
C 0.955 -2.684 5.257
C 1.669 -3.835 4.929
C 1.983 -4.096 3.590
C 1.574 -3.202 2.567
C 0.827 -2.077 2.873
H -1.539 5.055 5.031
H -0.525 4.750 2.766
H 0.374 2.504 2.094
H -0.671 0.916 5.949
H -1.574 3.133 6.651
H 0.687 -2.399 6.268
H 1.980 -4.522 5.714
H 2.546 -4.987 3.315
H 1.864 -3.421 1.537
*
```

* HOMO level (spin up / spin down): -6.18 / -7.53 eV
* E: -3319.63972 Ha
* ⟨S²⟩: 3.977
* frontier orbital gap (spin up / spin down): 5.17 / 6.85 eV


Computed, not measured: 2 unconnected molecules or ions with the total composition C2H4OS, with wB97M-V/def2-TZVPD.

Structure (ORCA input):
```
! RIJCOSX wB97M-V def2-TZVPD def2/J DEFGRID3
* xyz 0 1
C -1.055 0.573 0.028
C -0.783 -0.586 -0.638
H -0.631 1.502 -0.014
H -1.549 0.518 0.993
H -0.292 -0.629 -1.586
H -1.286 -1.528 -0.380
O 2.399 0.037 0.143
S 3.197 0.112 1.453
*
```

* HOMO level (spin up / spin down): -9.57 / -9.53 eV
* E: -551.90842 Ha
* ΔE to the lowest compared entry with this formula, charge and spin: 3.2725 eV
* structure (SMILES): C=C.O=S
* frontier orbital gap (spin up / spin down): 7.80 / 7.75 eV


Computed, not measured: a molecular structure, C24H24BF9N2O, with wB97M-V/def2-TZVPD.

Structure (ORCA input):
```
! RIJCOSX wB97M-V def2-TZVPD def2/J DEFGRID3
* xyz 0 1
C 2.166 1.995 1.999
C 1.042 1.178 2.391
C 0.325 1.119 3.584
C -0.330 -0.110 3.620
C 0.025 -0.830 2.436
B -1.622 -0.917 1.476
F -2.773 -1.164 2.085
F -1.518 -0.684 0.176
F 2.469 -1.284 2.793
O 0.772 0.087 1.636
H 1.973 3.036 2.274
H 3.068 1.678 2.547
H 2.366 1.930 0.924
H 0.373 1.865 4.372
H -0.984 -0.462 4.412
C 3.007 -5.384 8.170
N 1.754 -5.277 7.462
C 0.618 -5.941 8.085
C 0.533 -7.348 7.578
F -0.473 -8.081 8.126
F 0.360 -7.351 6.211
F 1.716 -8.009 7.814
C 1.657 -4.567 6.304
C 0.411 -4.269 5.699
C 0.345 -3.526 4.532
C 1.519 -3.078 3.909
C 1.490 -2.299 2.623
C 1.905 -3.061 1.395
C 2.223 -2.345 0.239
C 2.843 -2.975 -0.822
C 3.136 -4.363 -0.756
N 3.984 -4.955 -1.637
C 4.129 -6.388 -1.683
C 4.836 -4.196 -2.542
C 6.100 -3.813 -1.835
F 6.990 -3.134 -2.607
F 5.816 -3.030 -0.738
F 6.730 -4.935 -1.349
C 2.601 -5.111 0.323
C 2.007 -4.466 1.393
C 2.764 -3.398 4.480
C 2.835 -4.127 5.647
H 3.513 -4.409 8.200
H 2.806 -5.698 9.200
H 3.688 -6.109 7.694
H 0.806 -5.987 9.165
H -0.319 -5.432 7.854
H -0.517 -4.609 6.157
H -0.626 -3.300 4.092
H 0.338 -1.939 2.407
H 2.019 -1.281 0.191
H 3.127 -2.391 -1.693
H 3.142 -6.869 -1.629
H 4.606 -6.662 -2.629
H 4.736 -6.772 -0.845
H 5.102 -4.856 -3.374
H 4.340 -3.283 -2.878
H 2.727 -6.193 0.353
H 1.651 -5.043 2.243
H 3.679 -3.053 4.006
H 3.814 -4.369 6.064
*
```

* HOMO level: -6.05 eV
* E: -2037.29125 Ha
* ΔE to the lowest compared entry with this formula, charge and spin: 0.0000 eV
* frontier orbital gap: 6.57 eV